{
  "formula": "C17H38Ag2Br2O5",
  "method": "the ωB97M-V functional and the def2-TZVPD basis",
  "gap_ev": 5.357,
  "spin_multiplicity": 1,
  "mol_weight_g_mol": 698.03,
  "lumo_ev": -8.47,
  "charge": 2,
  "energy_ha": -6487.88212,
  "species": ["Ag", "Ag", "O", "H", "H", "H", "C", "C", "C", "O", "H", "H", "H", "H", "H", "H", "H", "C", "C", "C", "O", "C", "H", "H", "H", "H", "H", "H", "H", "H", "C", "C", "C", "O", "C", "H", "H", "H", "H", "H", "H", "H", "H", "C", "C", "C", "O", "C", "H", "H", "H", "H", "H", "H", "H", "H", "Br", "C", "C", "Br", "H", "H", "H", "H"],
  "xyz": [[-10.459869, 21.812109, -20.902204], [-12.300341, 24.858208, -20.905162], [-13.657742, 20.819831, -21.968675], [-12.803829, 20.495812, -22.264375], [-14.024903, 21.439709, -22.603147], [-13.466625, 21.285550, -21.151253], [-13.658896, 20.877155, -18.096456], [-12.919747, 22.128670, -18.586009], [-11.721363, 22.343943, -17.711209], [-12.717162, 22.425251, -19.972711], [-13.056166, 20.017426, -18.389165], [-14.590200, 20.562855, -18.567618], [-13.786132, 20.752718, -17.021082], [-13.620522, 22.831994, -18.136179], [-11.275656, 23.304971, -17.967834], [-11.002870, 21.533668, -17.834958], [-12.006104, 22.544320, -16.678307], [-11.676472, 27.597390, -17.284983], [-10.809728, 28.316516, -18.347886], [-10.703175, 27.409832, -19.548612], [-10.906450, 26.095089, -19.039085], [-11.293814, 26.163898, -17.637780], [-12.689457, 27.891772, -17.559397], [-11.559670, 27.910450, -16.247471], [-9.801759, 28.266995, -17.936030], [-10.959006, 29.396254, -18.346933], [-9.746844, 27.442586, -20.070576], [-11.382112, 27.701754, -20.349817], [-10.483468, 25.597021, -17.179424], [-12.102653, 25.444448, -17.510203], [-6.560498, 20.235024, -19.982904], [-7.336950, 19.247144, -19.088808], [-8.245635, 20.183240, -18.368021], [-8.574472, 21.148898, -19.328030], [-7.608038, 21.231054, -20.393217], [-5.986827, 19.815558, -20.809376], [-5.853098, 20.820202, -19.395315], [-6.634072, 18.751144, -18.419451], [-7.916916, 18.516089, -19.652105], [-7.804773, 20.766956, -17.559930], [-9.142412, 19.608285, -18.137117], [-7.173384, 22.226017, -20.489190], [-8.067764, 20.983711, -21.350074], [-17.680345, 19.957225, -20.631371], [-17.714334, 19.901929, -19.050296], [-17.961252, 21.281183, -18.506248], [-18.247295, 22.030960, -19.677373], [-17.590229, 21.444588, -20.838601], [-18.658527, 19.622298, -20.976462], [-16.893123, 19.425537, -21.165873], [-16.788388, 19.425820, -18.727728], [-18.530027, 19.215094, -18.824483], [-17.121717, 21.526360, -17.855737], [-18.848000, 21.365300, -17.877993], [-16.530831, 21.700868, -20.828829], [-17.839687, 21.724811, -21.862003], [-14.542137, 22.693865, -14.735650], [-13.881294, 24.521029, -15.016457], [-14.543783, 25.486287, -14.092573], [-13.940736, 27.282393, -14.761182], [-14.122189, 24.661659, -16.070161], [-12.793275, 24.482657, -14.963101], [-14.514872, 25.469214, -13.003090], [-15.603917, 25.486791, -14.345982]],
  "forces_ev_per_a": [[-0.3087, 0.0946, 1.5823], [0.2089, -0.3411, 1.3437], [-0.5573, -1.4039, -1.3074], [0.4400, -0.5910, -0.6222], [-0.5126, 0.3747, -0.6672], [0.5812, 2.1249, 3.3714], [0.8860, -2.2384, -1.8758], [-1.7286, 1.0801, 2.3197], [0.6573, 0.6324, -0.5196], [0.4439, -1.1911, -1.5296], [0.5535, -0.4881, 0.1663], [-0.4492, 0.9389, -0.1362], [0.1541, 0.7627, -0.0489], [-0.2671, 1.1676, -0.8322], [0.4561, -0.0190, -0.4409], [0.2551, 0.0013, 0.3631], [-0.0883, -0.7896, 0.1405], [0.4067, 0.2520, -1.7678], [2.0347, 0.3829, 2.1820], [-0.1766, 1.1902, -0.7909], [-1.0470, -0.2135, -1.0443], [-0.8479, -1.7054, 0.2108], [-0.4203, -0.8464, 0.1916], [0.5602, -0.1786, -0.2568], [0.3465, 0.1049, 0.2019], [-0.5431, -0.1870, -1.0039], [0.3599, 0.0391, 0.4761], [-0.8411, -0.3623, 0.0192], [0.3941, 1.0803, 0.8984], [-0.5364, 0.2159, -0.1259], [0.5382, -0.2119, -0.1377], [1.6596, 0.2102, -0.1827], [-0.2202, -0.6784, 0.3850], [-1.8301, 2.0276, -2.1702], [0.3924, -0.1661, 0.2340], [-0.2329, -0.1557, 0.0191], [0.1832, -0.3512, 0.2978], [-0.2164, -0.2438, -0.0421], [0.1624, -0.0288, -0.0819], [-0.0111, -0.7225, 0.4954], [-0.1433, 0.5458, 0.7033], [-0.2793, 0.1970, 0.2316], [-0.3722, -0.2602, -0.3509], [-1.0430, 0.6643, 1.1096], [0.1347, -2.5339, -1.1073], [-0.4731, -0.8213, -0.6087], [0.5362, 1.2520, -1.7499], [0.8498, -0.2357, 0.9926], [0.1729, -0.1702, -0.2533], [0.0213, -0.2238, 0.3711], [-0.0213, 0.1380, 0.4359], [0.1657, -0.0154, 0.3720], [0.4197, 1.0389, -0.4623], [-0.0286, -0.1557, -0.1005], [0.6885, 0.3561, 0.4784], [-1.3340, 0.7014, 0.5154], [0.0855, 0.0115, 0.2287], [0.7286, -1.0112, -0.2055], [-1.2231, 1.2925, -1.0541], [-0.2715, -0.6239, 0.6441], [-0.2434, 0.5497, 0.2979], [-0.0903, -0.0020, 0.3911], [0.8834, -0.3559, -0.2807], [-0.0022, 0.0954, 0.0872]]
}